[1]
The following is a DFT calculation (ωB97M-V/def2-TZVPD) of 2 unconnected molecules or ions with the total composition CH3O4.

Each line ends with the natural charge from an NBO analysis.
CARTESIAN COORDINATES (ANGSTROEM)
O: 0.4016 -1.0971 -0.7023  -0.2872
O: -1.1332 -2.6243 -0.7838  -0.0396
O: -0.4292 1.4700 -0.2320  -0.4374
O: 0.0732 -2.2924 -0.7053  0.3529
C: 0.2595 1.3037 0.7564  0.3884
H: -0.1009 0.7636 -0.8365  0.5480
H: 0.8978 0.3807 0.9247  0.2378
H: 0.0312 2.0958 1.5788  0.2372

The LUMO energy (spin up / spin down) is -7.3 / -7.3 eV. As for the gap between HOMO and LUMO (spin up / spin down): 9.7 / 9.7 eV. The energy comes out at -9258.485 eV. As for the net charge: +1. As for the relative energy (zero: lowest compared OMol25 entry of this formula, charge and spin): 146.1 kcal per mole.

---

[2]
The following is a DFT calculation (ωB97M-V/def2-TZVPD) of a single CH3O4P molecule.

Each line ends with the natural charge from an NBO analysis.
CARTESIAN COORDINATES (ANGSTROEM)
P: 1.4467 -0.8962 -0.6986  2.0968
O: -1.8910 1.4505 0.4453  -0.6457
O: 1.1408 -1.5465 0.5664  -1.0991
O: -0.2649 0.4114 -0.6166  -0.6164
O: 2.6456 -0.1056 -1.0541  -1.0283
C: -0.8789 0.6233 0.4319  0.6853
H: -2.3792 1.6479 1.3298  0.5270
H: -0.5352 0.0641 1.3747  0.1750
H: 0.7161 -1.6490 -1.7789  -0.0946

The LUMO energy is -0.3 eV. As for the gap between HOMO and LUMO: 10.8 eV. The energy comes out at -18564.810 eV. As for the relative energy (zero: lowest compared OMol25 entry of this formula, charge and spin): 31.4 kcal per mole.

---

[3]
The following is a DFT calculation (ωB97M-V/def2-TZVPD) of a molecular structure, CH3O4P.

Each line ends with the natural charge from an NBO analysis.
CARTESIAN COORDINATES (ANGSTROEM)
P: 0.3766 0.6020 -2.2719  1.1395
O: 0.4462 0.6698 -0.5558  -0.4989
O: 0.0771 -1.0636 -1.9369  -0.4849
O: 0.4729 -0.7779 -0.5760  -0.0378
O: -1.5015 0.8261 1.4261  -0.4990
C: -0.8134 -0.0027 1.9337  0.2851
H: 1.8606 0.6893 -2.4233  -0.1177
H: 0.1390 -0.4808 1.3929  0.1171
H: -1.0575 -0.4623 3.0112  0.0966

The LUMO energy is -0.5 eV. As for the gap between HOMO and LUMO: 9.1 eV. The energy comes out at -18556.931 eV. As for the relative energy (zero: lowest compared OMol25 entry of this formula, charge and spin): 213.1 kcal per mole.

---

[4]
The following is a DFT calculation (ωB97M-V/def2-TZVPD) of 2 unconnected molecules or ions with the total composition CH3O4S.

Each line ends with the natural charge from an NBO analysis.
CARTESIAN COORDINATES (ANGSTROEM)
S: -1.6308 -0.1070 -0.2478  2.2475
O: -1.3666 -0.9931 0.8931  -1.0248
O: -0.9037 1.1769 -0.1783  -1.0289
O: -3.0213 0.0486 -0.5980  -1.0376
O: 3.0348 0.1649 -0.3096  -0.5699
C: 1.9982 0.0965 0.3890  0.2471
H: -1.2647 -0.8179 -1.4629  -0.1260
H: 2.2144 0.1189 1.5028  0.0913
H: 0.9397 0.3123 0.0118  0.2014

The LUMO energy is 3.9 eV. As for the gap between HOMO and LUMO: 9.2 eV. The energy comes out at -20111.386 eV. As for the net charge: -1. As for the relative energy (zero: lowest compared OMol25 entry of this formula, charge and spin): 28.6 kcal per mole.

---

[5]
The following is a DFT calculation (ωB97M-V/def2-TZVPD) of a single CH3PS molecule.

Each line ends with the natural charge from an NBO analysis.
CARTESIAN COORDINATES (ANGSTROEM)
S: 1.8407 0.9385 -1.7550  0.1307
P: -0.3919 -0.2914 0.0814  0.4086
C: 1.2282 0.4901 -0.3388  -0.5384
H: -0.8717 0.9822 0.7538  0.0388
H: -0.0838 -1.2365 1.2314  0.0327
H: -1.7215 -0.8829 0.0271  -0.0723

The LUMO energy is -0.5 eV. The SMILES is [PH3]=C=S. As for the gap between HOMO and LUMO: 7.3 eV. The energy comes out at -21205.378 eV. As for the relative energy (zero: lowest compared OMol25 entry of this formula, charge and spin): 82.2 kcal per mole.

---

[6]
The following is a DFT calculation (ωB97M-V/def2-TZVPD) of a molecular structure, CH46O28V2.

Each line ends with the Löwdin spin population.
CARTESIAN COORDINATES (ANGSTROEM)
V: 7.8619 14.5915 8.8346  1.0716
V: 9.6643 9.8702 8.4358  1.1531
O: 7.1790 6.0629 7.4649  0.0000
O: 12.6188 14.2677 5.8180  0.0001
O: 4.9316 11.9372 8.4752  -0.0010
O: 7.5141 9.8933 8.0270  0.0016
O: 9.1415 11.4991 4.3091  0.0000
O: 4.8172 14.3660 11.0932  0.0002
O: 11.6141 9.7701 8.2482  0.0308
O: 11.6189 7.9622 5.4521  0.0001
O: 12.6978 9.2267 10.6179  -0.0015
O: 9.5827 7.7402 8.2017  0.0098
O: 8.5196 16.3159 8.1023  0.0060
O: 6.3595 8.3582 5.9718  0.0000
O: 11.9080 11.7631 11.7894  -0.0002
O: 7.9586 12.9556 9.9899  0.0110
O: 11.2015 12.6420 7.1670  0.0002
O: 6.7921 15.8233 10.0125  0.0196
O: 9.6179 13.9473 8.0846  0.0091
O: 9.8168 9.8598 6.2660  0.0010
O: 9.6891 9.7230 10.0923  -0.2141
O: 9.2541 11.7242 8.0095  0.0119
O: 11.0530 14.7085 10.8546  0.0001
O: 6.7993 13.9990 7.8957  -0.1318
O: 8.9562 16.6873 10.8096  0.0002
O: 12.0846 5.2992 11.4218  0.0000
O: 13.6878 11.3281 6.9483  0.0003
O: 11.0929 5.4805 8.9636  0.0002
O: 11.3110 16.3583 7.2209  0.0006
O: 5.5538 4.7774 9.5243  0.0000
C: 10.1573 12.7138 7.8345  0.0079
H: 8.3567 12.1319 9.6591  0.0013
H: 4.0532 11.7093 8.2328  0.0000
H: 11.9962 13.6883 6.2686  0.0000
H: 6.4493 7.4087 6.1362  0.0000
H: 9.4063 15.8494 11.0303  0.0001
H: 5.3329 12.6796 7.9719  -0.0004
H: 7.2992 9.5104 7.1260  0.0004
H: 14.5643 11.2726 6.6918  0.0000
H: 7.3355 16.4729 10.5737  0.0002
H: 12.5293 9.8668 11.3420  0.0000
H: 11.2587 14.5693 9.9225  0.0000
H: 12.3436 10.1691 7.6902  0.0011
H: 9.9380 7.0907 8.8030  0.0005
H: 4.7836 4.3020 9.1433  0.0000
H: 6.0355 8.4529 5.0909  0.0000
H: 12.0712 8.5668 4.8070  0.0000
H: 9.8085 11.9557 3.7222  0.0000
H: 4.2977 13.6500 10.7249  0.0000
H: 10.1904 9.1091 5.8069  0.0001
H: 12.2703 8.4510 10.8902  0.0000
H: 12.8640 5.5888 11.8110  0.0000
H: 11.5662 16.6802 6.3382  0.0000
H: 11.9199 12.7257 11.9718  0.0000
H: 11.4639 7.1370 4.9406  0.0000
H: 11.2681 11.6681 11.1102  -0.0002
H: 8.1455 17.2314 8.1158  0.0017
H: 6.1636 15.5170 10.5443  0.0020
H: 9.4692 17.3557 11.2761  0.0000
H: 8.2755 11.8330 4.0659  0.0000
H: 11.8967 5.2094 9.4458  0.0000
H: 4.9932 14.1982 12.0488  0.0000
H: 7.8097 12.9290 10.9798  0.0023
H: 9.3123 10.4298 5.6153  0.0001
H: 11.9669 9.9716 9.1222  0.0010
H: 9.3678 16.4773 7.6843  0.0012
H: 11.3863 15.5561 11.0967  0.0000
H: 11.6777 4.5625 11.9618  0.0000
H: 13.4892 12.1934 7.3815  0.0000
H: 7.0277 10.7515 8.1505  0.0011
H: 7.2421 6.2229 8.3970  0.0000
H: 11.4252 15.3864 7.0785  0.0000
H: 8.7884 7.3031 7.8480  0.0007
H: 12.6521 13.9784 4.8937  0.0000
H: 6.7978 5.1477 7.6059  0.0000
H: 11.1654 5.2520 8.0074  0.0000
H: 5.8342 4.0981 10.2581  0.0000

Its spin multiplicity is 3. The LUMO energy (spin up / spin down) is -5.0 / -4.8 eV. As for the gap between HOMO and LUMO (spin up / spin down): 9.9 / 10.3 eV. The energy comes out at -110483.579 eV. As for the net charge: +2.

---

[7]
The following is a DFT calculation (ωB97M-V/def2-TZVPD) of a molecular structure, CH4AlO5P.

Each line ends with the natural charge from an NBO analysis.
CARTESIAN COORDINATES (ANGSTROEM)
P: 1.0056 2.0200 0.9520  2.3818
Al: -1.3284 0.7669 0.1751  1.2833
O: -0.2222 -0.8199 -0.7342  -0.7885
O: -0.4197 2.6805 0.7692  -1.0711
O: 1.1357 2.1315 2.5797  -0.6619
O: 0.7849 0.5298 0.5166  -1.1842
O: 2.2839 2.7279 0.3422  -0.8109
C: -0.8704 -2.0341 -0.9131  -0.2694
H: -1.0065 -2.1285 -1.9904  0.1830
H: 0.7317 -0.9274 -0.7207  0.5487
H: -0.2211 -2.7900 -0.4716  0.1950
H: -1.8737 -2.1566 -0.5050  0.1941

The LUMO energy is -4.9 eV. As for the gap between HOMO and LUMO: 4.0 eV. The energy comes out at -27222.221 eV. As for the relative energy (zero: lowest compared OMol25 entry of this formula, charge and spin): 30.0 kcal per mole.

---

[8]
The following is a DFT calculation (ωB97M-V/def2-TZVPD) of a single CH4BF molecule.

Each line ends with the natural charge from an NBO analysis.
CARTESIAN COORDINATES (ANGSTROEM)
F: -0.1605 0.4000 1.6743  -0.3772
C: 0.1174 -0.3596 0.5217  -0.3073
B: -0.1046 0.4165 -0.7679  0.4594
H: 1.1503 -0.7268 0.4123  0.1981
H: 0.0163 -0.0331 -1.7264  -0.1013
H: -0.4888 -1.1598 0.6530  0.2084
H: -0.5300 1.4628 -0.7670  -0.0800

The LUMO energy is 0.3 eV. The SMILES is BCF. As for the gap between HOMO and LUMO: 11.8 eV. The energy comes out at -4493.823 eV. As for the relative energy (zero: lowest compared OMol25 entry of this formula, charge and spin): 9.1 kcal per mole.

---

[9]
The following is a DFT calculation (ωB97M-V/def2-TZVPD) of a single CH4BNO3 molecule.

Each line ends with the natural charge from an NBO analysis.
CARTESIAN COORDINATES (ANGSTROEM)
O: 1.9764 -0.2930 -0.9737  -0.5837
O: 0.4602 -0.7029 1.6418  -0.8278
O: -1.3930 -0.9019 0.2202  -0.8878
N: 0.0210 -0.8826 -2.0129  -0.8071
C: 0.7662 -0.6297 -0.9212  0.3525
B: -0.0796 -0.7075 0.4003  0.9992
H: -2.0016 -0.6986 0.8961  0.4913
H: 0.3551 -0.8276 -3.0269  0.4016
H: -0.3139 -0.7578 2.1831  0.4700
H: -0.6068 -1.6774 -1.8790  0.3918

The LUMO energy is 0.1 eV. The SMILES is NC(=O)B(O)O. As for the gap between HOMO and LUMO: 9.6 eV. The energy comes out at -9413.270 eV. As for the relative energy (zero: lowest compared OMol25 entry of this formula, charge and spin): 21.5 kcal per mole.

---

[10]
The following is a DFT calculation (ωB97M-V/def2-TZVPD) of a single CH4BNO3 molecule.

Each line ends with the natural charge from an NBO analysis.
CARTESIAN COORDINATES (ANGSTROEM)
O: -1.6730 -0.5270 1.3710  -0.6207
O: 0.9095 0.7998 -0.8260  -0.9035
O: 1.3841 0.2918 1.4583  -0.8671
N: -1.3234 -0.7325 -0.7339  -0.8062
C: -0.8668 -0.4087 0.4633  0.3833
B: 0.6221 0.2947 0.3824  1.0123
H: -2.2523 -1.1426 -0.8868  0.4023
H: 1.6989 1.1756 -1.1217  0.5027
H: 2.2834 0.6912 1.4702  0.5010
H: -0.7824 -0.4423 -1.5768  0.3959

The LUMO energy is 0.0 eV. The SMILES is NC(=O)B(O)O. As for the gap between HOMO and LUMO: 9.1 eV. The energy comes out at -9413.473 eV. As for the relative energy (zero: lowest compared OMol25 entry of this formula, charge and spin): 16.8 kcal per mole.

---

Listing maximum force for the structures above in their given order: 0.097, 0.054, 0.047, 0.061, 0.071, 0.130, 0.080, 0.081, 0.078, 0.086 Eh/bohr.